1.
{"formula": "C21H25N3O2", "method": "ωB97M-V with the def2-TZVPD basis set", "orbital_gap_ev": 8.79, "energy_ha": -1130.046069, "total_charge": 0, "e_above_lowest_kj_mol": 18.6, "smiles": "Cc1ccc(NC(=O)N2CCC(NC(=O)c3cccc(C)c3)CC2)cc1", "species": ["C", "C", "C", "C", "C", "N", "C", "O", "N", "C", "C", "C", "N", "C", "O", "C", "C", "C", "C", "C", "C", "C", "C", "C", "C", "C", "H", "H", "H", "H", "H", "H", "H", "H", "H", "H", "H", "H", "H", "H", "H", "H", "H", "H", "H", "H", "H", "H", "H", "H", "H"], "xyz": [[-2.217, -4.655, -0.339], [-2.748, -3.265, -0.156], [-4.019, -2.922, -0.602], [-4.514, -1.643, -0.430], [-3.743, -0.672, 0.202], [-4.266, 0.622, 0.355], [-3.544, 1.763, 0.673], [-3.957, 2.554, 1.500], [-2.390, 1.960, -0.024], [-2.081, 1.416, -1.325], [-0.651, 0.879, -1.363], [0.338, 1.966, -0.931], [1.696, 1.446, -0.899], [2.098, 0.406, -0.127], [1.351, -0.222, 0.600], [3.553, 0.088, -0.231], [4.279, 0.246, -1.407], [5.622, -0.088, -1.433], [6.245, -0.573, -0.296], [5.531, -0.751, 0.884], [6.204, -1.269, 2.118], [4.184, -0.422, 0.898], [-0.079, 2.527, 0.434], [-1.515, 3.041, 0.367], [-2.485, -1.019, 0.685], [-1.995, -2.296, 0.494], [-1.138, -4.639, -0.478], [-2.678, -5.139, -1.197], [-2.432, -5.257, 0.545], [-4.629, -3.664, -1.097], [-5.502, -1.389, -0.786], [-5.215, 0.661, 0.705], [-2.785, 0.626, -1.580], [-2.183, 2.222, -2.069], [-0.416, 0.541, -2.374], [-0.556, 0.033, -0.686], [0.327, 2.778, -1.669], [2.405, 1.969, -1.386], [3.799, 0.593, -2.310], [6.186, 0.026, -2.347], [7.295, -0.827, -0.327], [7.026, -1.934, 1.862], [6.609, -0.438, 2.696], [5.497, -1.803, 2.747], [3.596, -0.559, 1.794], [0.593, 3.335, 0.728], [-0.007, 1.728, 1.172], [-1.848, 3.409, 1.338], [-1.584, 3.863, -0.360], [-1.896, -0.291, 1.219], [-1.010, -2.539, 0.865]]}

=====

2.
{"formula": "C4H9N2O", "method": "ωB97M-V with the def2-TZVPD basis set", "orbital_gap_ev": 8.62, "energy_ha": -342.233284, "total_charge": 1, "e_above_lowest_kj_mol": 325.5, "species": ["C", "C", "C", "C", "N", "N", "O", "H", "H", "H", "H", "H", "H", "H", "H", "H"], "xyz": [[-0.339, 1.686, -0.565], [-1.634, 1.225, -0.072], [0.804, 1.165, -0.092], [1.872, 0.600, 0.424], [-0.298, -2.011, -0.104], [-1.956, 0.032, 0.308], [2.739, -0.156, -0.315], [-0.171, 2.655, -1.040], [-2.458, 1.938, -0.117], [2.241, 0.892, 1.533], [0.508, -1.485, -0.419], [-0.811, -2.406, -0.887], [0.186, -2.692, 0.436], [-2.847, -0.092, 0.755], [-1.365, -0.849, 0.140], [3.530, -0.503, 0.015]]}